No. 1
ORCA calculation (ωB97M-V/def2-TZVPD) on a structure of composition C27H57Be2ClN3O7 at a distorted geometry.

Structure (XYZ):
```
97
Properties=species:S:1:pos:R:3:forces:R:3:mulliken_charge:R:1
Be -1.02235 0.31339 -5.39618 -0.061 0.091 0.025 0.494
Be 6.29347 -3.57380 -0.40105 0.007 0.100 0.017 0.479
Cl 2.55788 0.98175 -0.28254 -1.888 -0.125 1.246 1.610
O 3.93320 0.73009 -0.51356 1.854 0.513 0.141 -0.529
O 2.20742 2.29204 0.24271 1.174 -0.960 1.165 -0.518
O 1.90629 1.02142 -1.53518 -0.946 -1.063 -2.074 -0.532
O 2.10364 -0.13272 0.55874 -0.039 1.486 -0.486 -0.547
C -4.66427 2.70922 -8.23962 1.921 1.003 0.552 -1.655
C -4.68306 3.98467 -7.36094 -3.029 0.451 -0.495 1.078
C -6.07689 3.87912 -6.66552 1.905 -1.918 -0.535 -1.140
C -6.36789 4.82463 -5.65153 -1.270 2.612 1.124 -0.687
C -5.33688 4.94789 -4.58303 0.867 -0.250 -0.514 -1.185
C -3.84988 5.07770 -5.14742 -2.108 -1.360 0.197 1.406
N -3.65264 4.08924 -6.27396 -1.123 0.715 -2.268 0.339
O -2.34602 4.00318 -6.76990 -1.028 0.024 1.175 -0.364
C -3.59779 6.54334 -5.59350 1.614 -0.514 0.443 -1.557
C -2.96219 4.56616 -4.00949 0.410 0.900 -1.126 -1.700
C -4.81672 5.28458 -8.32930 0.607 -0.183 1.106 -1.124
H -4.77564 1.86735 -7.55629 0.306 -0.260 -0.389 0.363
H -3.69109 2.81005 -8.72010 0.082 -1.110 -0.336 0.474
H -5.43080 2.69297 -9.01440 -0.059 0.302 0.365 0.368
H -6.97956 3.89931 -7.27616 0.695 -0.649 -0.944 0.279
H -6.00508 2.96990 -6.06863 -0.265 -0.873 -0.647 0.390
H -7.28916 4.34652 -5.31870 -0.408 1.132 0.985 0.375
H -6.57100 5.78812 -6.11899 -0.408 0.293 0.328 0.343
H -5.45760 4.05666 -3.96720 0.544 -0.025 0.277 0.474
H -5.49711 5.82861 -3.96115 0.017 -0.091 0.084 0.489
H -2.61764 6.54773 -6.07036 0.127 0.177 -0.173 0.417
H -4.27027 7.12030 -6.22832 -0.415 -0.604 0.291 0.295
H -3.41839 7.04132 -4.64064 -0.271 0.370 -0.036 0.457
H -2.99109 3.47742 -4.05293 -0.186 0.109 0.536 0.373
H -1.94029 4.87367 -4.23145 0.138 0.057 0.552 0.390
H -3.38075 5.01411 -3.10824 0.532 -0.335 0.229 0.431
H -5.29277 5.11759 -9.29552 0.182 -0.683 0.162 0.406
H -3.83990 5.73663 -8.50130 -0.001 0.176 -0.097 0.244
H -5.46643 5.98155 -7.79996 0.333 0.188 -0.063 0.302
H -2.34922 4.63259 -7.49478 0.353 0.295 -0.789 0.433
C 9.44798 0.14705 4.74131 1.505 -1.259 0.325 -1.441
C 8.39681 0.20565 3.57317 -0.856 -0.059 1.440 0.833
C 7.60320 1.54820 3.74856 1.854 -0.654 -2.187 -0.994
C 8.59687 2.69436 3.44650 -0.068 -0.401 1.153 -0.862
C 9.17081 2.64277 2.02087 -3.375 1.373 0.071 -1.199
C 9.82181 1.33955 1.61223 0.263 0.130 0.076 0.986
N 9.10126 0.17044 2.28218 1.010 0.132 -0.186 0.644
O 9.50034 -1.04808 1.75763 -1.643 1.357 1.737 -0.296
C 9.72215 1.10044 0.07625 0.375 -0.661 -0.476 -1.592
C 11.30343 1.46326 2.08611 0.274 -0.749 -0.026 -1.380
C 7.34791 -0.90646 3.81772 0.802 -0.364 -1.274 -1.538
H 10.41917 0.61885 4.59200 -0.340 0.399 -0.392 0.306
H 9.11371 0.45516 5.73197 -0.768 0.486 -0.394 0.374
H 9.72695 -0.89229 4.91462 -0.112 -0.299 -0.303 0.433
H 6.90571 1.49452 2.91267 -0.457 0.414 0.083 0.446
H 7.02205 1.50376 4.66964 0.540 0.349 0.075 0.534
H 8.06726 3.58111 3.79479 0.285 0.582 -0.969 0.443
H 9.50350 2.69732 4.05159 -0.275 -0.378 0.792 0.345
H 9.67184 3.59901 1.87034 1.150 -0.628 -0.134 0.497
H 8.31815 2.81882 1.36506 -0.290 -0.341 -0.333 0.413
H 8.75804 0.72313 -0.26463 -0.435 0.704 0.371 0.426
H 10.35175 0.32392 -0.35817 0.606 -0.233 0.743 0.410
H 10.04417 1.96163 -0.50922 -0.414 0.399 0.435 0.411
H 11.79907 0.49302 2.05336 0.281 -0.067 -0.045 0.338
H 11.44473 1.87410 3.08578 -0.458 -0.124 0.033 0.373
H 11.84990 2.14023 1.42947 -0.261 -0.135 -0.294 0.450
H 7.70432 -1.93544 3.77011 0.446 0.087 0.110 0.394
H 6.91265 -0.75934 4.80615 -0.152 0.165 -0.299 0.417
H 6.65245 -0.82340 2.98253 -0.584 0.078 0.412 0.416
H 10.45543 -0.95196 1.77019 0.979 -0.281 -0.594 0.450
C -6.68866 -7.18884 4.23534 0.949 -0.827 1.400 -1.402
C -5.87854 -6.56093 3.08650 -0.898 -0.037 -1.112 1.698
C -6.72221 -5.33493 2.70449 -0.872 -0.828 0.334 -1.374
C -6.59449 -4.10339 3.59329 1.725 0.610 -1.591 -0.827
C -5.05689 -3.80080 3.83284 -2.447 -0.939 -0.652 -1.080
C -4.24276 -5.00917 4.28998 2.232 0.666 -0.463 1.164
N -4.45906 -6.27016 3.43921 -2.267 2.951 0.946 0.253
O -3.70042 -7.34110 3.73356 -0.064 0.455 -0.226 -0.330
C -2.78312 -4.45597 4.06007 0.305 -0.967 -0.085 -1.692
C -4.24142 -5.24124 5.82183 -1.005 -0.212 -0.114 -1.635
C -5.92981 -7.54227 1.92603 1.054 -0.975 -0.855 -2.023
H -5.95705 -7.64915 4.89937 -0.281 -0.426 0.379 0.230
H -7.30481 -7.98784 3.82295 -0.107 0.244 0.139 0.435
H -7.27198 -6.48802 4.83258 0.087 0.016 -0.197 0.330
H -6.83998 -5.31206 1.62110 1.139 1.179 -0.296 0.521
H -7.76023 -5.63176 2.85446 -0.154 -0.550 0.350 0.468
H -7.24464 -4.14364 4.46723 0.367 -0.077 0.123 0.335
H -6.95484 -3.32229 2.92385 -0.237 0.449 0.514 0.365
H -4.92977 -2.92955 4.47539 0.200 -0.347 0.269 0.482
H -4.64697 -3.52206 2.86208 -0.162 0.089 -0.102 0.489
H -2.59754 -4.16428 3.02635 -0.044 -0.314 -0.032 0.435
H -2.60169 -3.56788 4.66544 -0.327 -0.109 0.131 0.401
H -2.08676 -5.22526 4.39380 0.252 0.095 -0.271 0.440
H -5.18721 -5.65339 6.17357 0.016 -0.232 0.033 0.379
H -3.39678 -5.83402 6.17297 -0.093 -0.019 -0.089 0.498
H -4.18845 -4.24230 6.25472 0.217 -0.084 0.041 0.427
H -6.89712 -7.78237 1.48473 -0.377 1.151 0.115 0.474
H -5.64954 -8.57839 2.11584 0.700 0.129 0.752 0.423
H -5.22642 -7.17208 1.18017 -0.276 -0.120 -0.386 0.465
H -4.05584 -7.56849 4.59587 0.326 -0.987 0.962 0.442
```
Forces are in eV/Å.

The calculation puts the LUMO energy at -12.2 eV. The calculation puts the energy above the lowest of the compared OMol25 structures with the same formula, charge and spin at 812.23 kJ/mol. As for the spin multiplicity: 1. As for the charge: +3. The highest occupied orbital energy comes out at -13.25 eV.

No. 2
ORCA calculation (ωB97M-V/def2-TZVPD) on a cluster of 2 separate species, C27H57FNO8PS in total at a distorted geometry.

Structure (XYZ):
```
96
Properties=species:S:1:pos:R:3:forces:R:3:mulliken_charge:R:1
C 9.22897 3.16072 3.19741 0.122 -0.149 0.633 -0.563
O 9.41504 2.72453 1.80288 -2.191 1.290 0.738 -0.294
C 8.28810 3.23600 0.97446 0.254 0.039 -0.977 -0.448
C 8.32861 2.51366 -0.50687 -0.535 0.395 -0.098 -0.731
C 7.97190 0.90092 -0.47724 0.687 0.083 0.708 -0.475
C 6.33454 0.60048 -0.37048 0.172 1.290 -0.056 -0.588
C 5.70422 0.01054 -1.77017 0.365 0.436 0.006 -0.168
C 5.10591 -1.53796 -1.61633 -0.123 1.594 -0.676 -0.648
C 3.48266 -1.36965 -1.39630 0.378 0.075 1.628 -0.149
C 2.80465 -2.61339 -0.51694 0.365 0.507 -2.146 -0.412
O 1.82809 -1.98280 0.38328 -1.039 -1.808 -1.417 -0.389
C 0.44079 -2.48355 0.10284 0.595 -0.449 -0.503 -0.007
C -0.16316 -1.98784 -1.33187 -0.041 -0.988 -0.512 -0.450
C -1.51422 -2.90366 -1.67767 1.524 -0.712 -0.978 0.113
C -2.41990 -2.29427 -2.90459 -0.208 -1.905 0.461 -0.616
N -3.67330 -1.67961 -2.32234 1.279 0.183 -0.166 -0.598
C -0.46357 -2.15122 1.42273 1.497 -2.974 0.504 -0.530
C -0.86022 -3.65573 2.05683 -1.156 1.613 0.311 -0.742
C -1.98792 -3.33295 3.22854 -0.455 -0.662 0.581 -0.135
C -2.03625 -4.44093 4.43591 -0.369 1.318 0.300 -0.348
F -0.64731 -4.65362 4.90784 -2.681 0.033 -0.873 -0.326
O -1.72859 -1.49081 1.22514 1.429 0.925 -0.001 -0.034
C -1.73404 -0.07795 0.97161 -2.166 0.570 -0.890 0.151
C -3.16439 0.51140 1.61384 -0.388 -1.060 0.245 -1.005
C -4.48582 -0.34653 1.11151 -0.482 1.396 0.524 0.674
C -5.80118 0.60058 1.52556 0.525 0.527 -0.438 -0.949
C -6.58777 1.04366 0.14740 0.456 0.552 1.080 -0.199
C -7.43336 2.41144 0.49492 -0.870 -0.222 -0.173 -0.631
C -8.77651 2.47883 -0.45638 2.474 -0.342 -0.073 -0.362
O -9.69346 3.44890 0.16515 -2.209 0.068 -3.456 -0.279
C -10.69961 3.95021 -0.78594 0.033 1.500 -4.571 0.609
C -12.25028 4.11804 -0.19252 1.440 0.898 0.615 -0.774
O -10.47639 4.31558 -2.05308 -0.709 -2.639 7.961 -0.533
P -0.35923 1.01531 1.65459 2.161 2.915 1.082 0.744
O 1.16724 0.95081 0.77453 -2.989 -1.124 0.761 -0.404
O -0.05992 0.62389 3.36255 -2.040 -1.129 -3.120 -0.551
S -0.83030 2.94447 1.67861 -0.007 -1.675 -0.350 -0.417
H 8.21115 2.72608 3.62783 2.104 0.836 -0.818 0.249
H 10.15273 2.73374 3.82071 -2.141 0.976 -1.444 0.214
H 9.19046 4.34406 3.31077 0.155 -2.398 -0.389 0.234
H 7.23051 3.01266 1.44925 2.140 0.400 -0.636 0.284
H 8.43908 4.41440 0.86213 -0.494 -2.454 0.188 0.315
H 7.47694 3.02598 -1.14787 1.705 -0.853 1.250 0.309
H 9.35270 2.75288 -1.06072 -2.103 -0.679 1.370 0.336
H 8.54803 0.44453 0.46076 -1.273 0.903 -2.044 0.264
H 8.44791 0.42839 -1.44241 -1.123 0.785 1.862 0.332
H 6.05493 -0.04420 0.57160 0.655 1.077 -1.945 0.319
H 5.84805 1.67270 -0.17875 0.917 -2.311 -0.309 0.229
H 6.55389 0.07426 -2.58564 -1.783 -0.327 1.581 -0.076
H 4.85843 0.77696 -2.10748 1.619 -1.892 0.583 0.300
H 5.34281 -2.10778 -2.61549 -0.426 0.874 2.124 0.260
H 5.66182 -2.00895 -0.68612 -1.385 0.703 -1.973 0.343
H 3.34969 -0.40538 -0.70706 0.238 -2.104 -1.381 0.008
H 2.87912 -1.14514 -2.37889 1.351 -0.641 1.757 0.203
H 3.63496 -3.24708 0.01072 -1.653 1.453 -0.497 0.298
H 2.29064 -3.34929 -1.30441 0.899 1.463 1.853 0.251
H 0.58120 -3.66681 0.00647 -0.660 2.444 0.240 0.285
H 0.60894 -2.26829 -2.19878 -1.536 0.713 2.012 0.445
H -0.34400 -0.83660 -1.43563 0.189 -2.097 0.466 0.083
H -2.13978 -3.17991 -0.72291 1.056 0.913 -1.932 -0.184
H -1.07478 -3.93810 -2.07967 -0.836 2.091 1.000 0.334
H -1.81495 -1.59866 -3.62701 -1.262 -1.077 1.637 0.284
H -2.76922 -3.23014 -3.55486 0.754 2.062 1.282 0.273
H -3.38928 -0.76341 -1.90716 -0.573 -1.224 -0.137 0.226
H -4.01618 -2.33618 -1.57910 0.529 1.205 -0.837 0.300
H 0.26036 -1.70660 2.23462 -1.573 -0.176 -1.639 0.542
H -1.40757 -4.26101 1.21514 1.327 0.920 1.621 0.285
H 0.10539 -4.18275 2.48222 -2.115 1.092 -0.952 0.328
H -3.07923 -3.30279 2.75933 2.350 -0.071 0.897 0.133
H -1.83910 -2.27748 3.74117 0.007 -2.185 -1.147 0.065
H -2.64249 -3.95573 5.33658 1.478 -1.107 -1.786 0.279
H -2.59478 -5.43939 4.16797 1.710 1.742 0.365 0.273
H -1.83408 0.15325 -0.19579 0.579 -0.431 2.338 0.069
H -3.11654 0.35988 2.79442 -0.066 0.681 -2.432 0.065
H -3.36982 1.62818 1.30766 0.870 -2.313 0.780 0.386
H -4.61749 -1.38232 1.63910 0.630 1.876 -1.297 0.087
H -4.48838 -0.39175 -0.06165 0.076 -0.324 2.371 -0.430
H -5.45484 1.61703 2.04539 -0.519 -2.267 -1.057 0.335
H -6.49477 0.06835 2.31186 1.199 0.956 -1.776 0.289
H -7.25732 0.13056 -0.16288 1.154 1.986 0.297 0.248
H -5.78532 1.29738 -0.69029 -1.754 -0.742 1.708 0.233
H -6.80486 3.41013 0.33445 -1.224 -2.333 0.372 0.243
H -7.76571 2.36314 1.63247 0.592 0.144 -2.395 0.298
H -8.39740 2.82330 -1.53296 -1.285 -0.720 2.295 0.278
H -9.22327 1.39394 -0.48451 0.466 2.252 -0.023 0.247
H -12.15795 4.40060 0.95706 -0.265 -0.757 -2.439 0.265
H -12.88896 3.14194 -0.31151 1.455 1.950 0.069 0.243
H -12.69634 5.05064 -0.76416 0.832 -2.242 1.093 0.271
H 1.01944 0.73759 -0.19294 0.061 0.127 1.593 0.323
H -0.95502 0.23197 3.64882 1.852 0.741 -0.391 0.368
C 6.91831 0.90062 -5.67332 0.015 -0.092 -0.174 -0.530
O 7.25265 -0.29734 -4.99701 0.131 -0.563 -0.119 -0.480
H 6.74760 1.68887 -4.93638 0.045 -0.196 -0.041 0.210
H 7.74162 1.19128 -6.33034 -0.116 0.239 -0.065 0.284
H 6.00780 0.74811 -6.25810 -0.020 0.266 -0.073 0.256
H 7.39826 -0.97779 -5.67611 -0.052 0.336 0.486 0.281
```
Forces are in eV/Å.

The calculation puts the LUMO energy at 0.3 eV. As for the spin multiplicity: 1. As for the charge: 0. The highest occupied orbital energy comes out at -8.63 eV.